No. 1
Below is 11 unconnected molecules or ions with the total composition C40H75BBr20F3IO9P, with properties calculated with the ωB97M-V functional and the def2-TZVPD basis.

Structure (XYZ):
```
150
Properties=species:S:1:pos:R:3
C 2.03 -1.27 3.70
C 1.12 -2.44 3.35
C 1.19 -3.02 1.94
I 3.30 -3.15 1.34
P 0.26 -1.95 0.56
C -1.34 -2.85 1.01
O 0.76 -3.11 -0.64
B -0.09 -3.68 -1.50
O -0.64 -4.96 -1.22
O -0.38 -3.13 -2.73
O -0.19 -0.66 1.74
C -0.99 0.27 1.12
C -1.15 1.53 1.94
C -1.69 1.13 3.27
O -2.86 0.91 3.46
O -0.79 1.01 4.25
C -0.67 0.35 -0.38
C -1.92 0.85 -1.10
C -1.79 2.12 -1.93
C -1.53 3.38 -1.12
C -0.73 4.43 -1.87
C -0.76 5.75 -1.10
C 0.23 5.81 0.05
O -0.49 5.86 1.31
C 0.35 5.90 2.36
C 0.45 4.65 3.16
O 0.97 6.89 2.64
C 0.67 1.00 -0.80
C 1.39 1.87 0.23
C 2.70 2.35 -0.28
F 3.84 1.85 0.26
C 2.86 3.31 -1.25
F 2.59 3.14 -2.54
F 3.34 4.54 -1.07
O -0.51 -1.02 -0.69
H 2.98 -1.61 4.07
H 1.54 -0.69 4.47
H 2.15 -0.61 2.86
H 1.42 -3.23 4.02
H 0.11 -2.20 3.62
H 0.88 -4.05 1.92
H 1.46 -1.21 0.43
H -2.14 -2.68 0.31
H -1.20 -3.90 1.19
H -1.67 -2.43 1.95
H -0.51 -5.50 -2.01
H -0.90 -3.74 -3.25
H -1.99 -0.18 1.16
H -0.21 2.01 2.13
H -1.84 2.22 1.51
H -1.31 1.01 5.07
H -2.27 0.08 -1.76
H -2.74 1.01 -0.40
H -2.72 2.26 -2.46
H -1.04 1.98 -2.68
H -1.00 3.17 -0.20
H -2.48 3.81 -0.82
H 0.30 4.13 -1.91
H -1.15 4.57 -2.86
H -0.52 6.57 -1.75
H -1.73 5.95 -0.69
H 0.92 4.98 0.06
H 0.81 6.72 -0.01
H -0.51 4.31 3.52
H 0.93 3.90 2.54
H 1.08 4.81 4.01
H 1.34 0.19 -1.04
H 0.58 1.58 -1.70
H 1.54 1.36 1.17
H 0.82 2.77 0.39
Br 5.54 7.59 1.74
C 4.36 7.08 3.20
C 4.77 5.77 3.83
Br 4.28 4.26 2.72
H 3.36 7.06 2.80
H 4.44 7.89 3.93
H 4.25 5.63 4.77
H 5.84 5.70 3.99
Br -1.25 6.36 -4.75
C -3.03 7.02 -5.16
C -3.32 8.34 -4.51
Br -3.71 8.17 -2.62
H -3.73 6.24 -4.86
H -3.04 7.13 -6.24
H -4.22 8.76 -4.96
H -2.50 9.04 -4.60
Br -4.24 10.52 -8.69
C -4.78 8.66 -8.79
C -6.19 8.45 -8.32
Br -6.33 8.55 -6.38
H -4.06 8.10 -8.20
H -4.68 8.38 -9.83
H -6.53 7.45 -8.58
H -6.88 9.19 -8.72
Br 2.60 -6.07 4.50
C 3.74 -5.72 6.04
C 2.94 -5.41 7.27
Br 2.21 -3.61 7.22
H 4.41 -4.91 5.76
H 4.32 -6.63 6.18
H 3.57 -5.45 8.15
H 2.10 -6.09 7.40
Br 7.29 -6.22 7.82
C 7.70 -6.71 5.98
C 8.37 -5.59 5.23
Br 7.10 -4.21 4.74
H 6.76 -7.01 5.52
H 8.36 -7.57 6.04
H 8.77 -5.96 4.29
H 9.15 -5.11 5.80
Br -1.54 7.26 -9.83
C -2.05 5.40 -10.08
C -3.46 5.14 -9.61
Br -3.56 5.07 -7.67
H -1.33 4.80 -9.55
H -1.97 5.21 -11.15
H -3.80 4.17 -9.96
H -4.16 5.90 -9.94
Br -2.94 -7.43 -4.77
C -1.29 -8.17 -5.46
C -0.84 -9.36 -4.66
Br -0.05 -8.85 -2.96
H -0.56 -7.37 -5.47
H -1.51 -8.47 -6.49
H -0.06 -9.91 -5.19
H -1.66 -10.03 -4.43
Br 0.47 -7.25 1.09
C -0.24 -8.39 2.48
C -1.60 -7.93 2.92
Br -1.50 -6.34 4.04
H 0.48 -8.39 3.29
H -0.30 -9.39 2.05
H -2.09 -8.69 3.53
H -2.24 -7.67 2.08
Br -6.87 4.12 5.96
C -5.42 3.22 5.02
C -5.04 1.92 5.66
Br -4.00 2.18 7.28
H -4.59 3.92 4.98
H -5.80 3.05 4.01
H -4.40 1.35 4.99
H -5.90 1.33 5.94
Br 2.12 -10.12 0.32
C 2.88 -11.83 -0.24
C 2.85 -11.99 -1.73
Br 1.07 -12.48 -2.37
H 2.34 -12.61 0.27
H 3.91 -11.80 0.12
H 3.48 -12.82 -2.04
H 3.14 -11.09 -2.25
```

Computed properties:
- Spin multiplicity: 1
- HOMO-LUMO gap: 6.05 eV
- Net charge: -1
- LUMO: 1.170 eV

---

No. 2
Below is a molecular structure, C29H36N3O3RuS3, with properties calculated with the ωB97M-V functional and the def2-TZVPD basis.

Structure (XYZ):
```
75
Properties=species:S:1:pos:R:3
Ru -0.91 -0.34 -0.55
O -1.07 -0.45 1.88
S -0.47 -1.25 3.00
C 1.09 -1.92 2.37
C 2.17 -0.85 2.43
C 3.43 -1.23 1.67
C 3.31 -1.35 0.15
S 2.75 0.12 -0.77
O 1.27 0.30 -0.52
C 3.55 1.41 0.18
C 4.92 1.58 0.06
C 5.54 2.60 0.77
C 4.78 3.44 1.58
C 3.41 3.26 1.68
C 2.78 2.24 0.98
C -1.33 -2.81 3.11
C -1.77 -3.47 1.97
C -2.43 -4.67 2.11
C -2.64 -5.22 3.38
C -2.19 -4.55 4.51
C -1.53 -3.34 4.38
H 0.86 -2.27 1.36
H 1.33 -2.77 3.00
H 2.45 -0.71 3.48
H 1.78 0.11 2.09
H 3.78 -2.21 2.03
H 4.23 -0.53 1.90
H 2.62 -2.12 -0.18
H 4.28 -1.57 -0.29
H 5.50 0.93 -0.59
H 6.61 2.74 0.69
H 5.27 4.23 2.13
H 2.82 3.92 2.32
H 1.71 2.08 1.06
H -1.58 -3.04 0.99
H -2.79 -5.20 1.23
H -3.16 -6.16 3.48
H -2.36 -4.97 5.49
H -1.20 -2.80 5.26
C -0.20 0.98 -3.73
N -0.96 -0.08 -3.07
C -0.51 -1.38 -3.57
C -2.39 0.13 -3.31
C -3.25 -0.65 -2.35
C -4.48 -1.17 -2.75
C -5.31 -1.80 -1.83
C -4.91 -1.90 -0.50
C -3.68 -1.40 -0.11
C -2.84 -0.78 -1.03
H -0.33 0.96 -4.82
H 0.86 0.85 -3.51
H -0.54 1.95 -3.36
H -0.70 -1.47 -4.65
H -1.03 -2.17 -3.05
H 0.56 -1.49 -3.38
H -2.66 -0.09 -4.35
H -2.58 1.19 -3.14
H -4.79 -1.08 -3.78
H -6.26 -2.20 -2.15
H -5.56 -2.37 0.22
H -3.38 -1.49 0.93
C -1.57 5.25 -0.53
N -0.40 4.44 -0.85
C 0.83 4.91 -1.28
C 1.63 3.84 -1.45
N 0.87 2.73 -1.13
C -0.38 3.10 -0.76
S -1.68 2.14 -0.26
H -1.31 6.30 -0.69
H -1.86 5.10 0.50
H -2.40 4.98 -1.18
H 1.02 5.96 -1.41
H 2.65 3.77 -1.77
H 1.16 1.77 -1.13
O -0.45 -2.02 -0.59
```

Computed properties:
- Spin multiplicity: 5
- HOMO-LUMO gap (spin up / spin down): 7.74 / 7.53 eV
- Net charge: +1
- <S²>: 6.022
- Energy above the lowest of the compared OMol25 structures with the same formula, charge and spin: 78.0 kJ/mol
- LUMO (spin up / spin down): -2.235 / -3.148 eV

---

No. 3
Below is a single C4H6OS molecule, with properties calculated with the ωB97M-V functional and the def2-TZVPD basis.

Structure (XYZ):
```
12
Properties=species:S:1:pos:R:3
C -0.36 0.61 -2.55
C 0.35 0.86 -1.38
C 0.24 -0.07 -0.22
O -0.33 -1.16 -0.29
S 0.57 0.68 1.37
C 0.09 -0.76 2.43
H -0.59 1.31 -3.27
H -1.00 -0.37 -2.55
H 0.89 1.78 -1.26
H 0.15 -1.46 1.62
H -0.88 -0.55 2.90
H 0.87 -0.87 3.23
```

Computed properties:
- Spin multiplicity: 1
- HOMO-LUMO gap: 9.38 eV
- Energy above the lowest of the compared OMol25 structures with the same formula, charge and spin: 144.9 kJ/mol
- LUMO: -0.056 eV
- Structure (SMILES): C=CC(=O)SC

---

No. 4
Below is a single C12H12O molecule, with properties calculated with the ωB97M-V functional and the def2-TZVPD basis.

Structure (XYZ):
```
25
Properties=species:S:1:pos:R:3
C -3.85 -0.75 -0.22
C -3.29 0.14 -1.14
C -3.10 -1.06 0.93
C -2.06 0.69 -0.94
C -1.84 -0.55 1.09
C -1.27 0.31 0.18
C 0.46 2.23 -0.17
C 1.18 1.47 0.91
C -0.14 1.16 0.28
C 3.02 0.68 -0.45
C 2.28 0.51 0.85
C 3.37 -1.68 -0.96
O 3.53 -0.25 -1.18
H -4.87 -0.92 -0.48
H -3.92 0.40 -2.05
H -3.28 -1.87 1.67
H -1.40 1.47 -1.43
H -1.34 -1.04 1.94
H 0.49 3.12 -0.84
H 0.97 2.04 1.93
H 3.09 0.68 1.66
H 1.90 -0.50 1.11
H 2.34 -2.00 -0.65
H 4.03 -2.07 -0.20
H 3.69 -2.21 -1.85
```

Computed properties:
- Spin multiplicity: 1
- HOMO-LUMO gap: 8.04 eV
- Energy above the lowest of the compared OMol25 structures with the same formula, charge and spin: 728.4 kJ/mol
- LUMO: 0.508 eV